# 1
This record from the Open Molecules 2025 dataset describes the molecule CH2IOP in a non-equilibrium geometry. The level of theory is ωB97M-V/def2-TZVPD.

CARTESIAN COORDINATES (ANGSTROEM)
O -1.73 0.79 -0.16
C -0.69 0.44 0.34
P 0.31 -1.13 0.09
I 2.45 0.21 -0.03
H -0.22 0.95 1.10
H -0.13 -1.26 -1.35

max |F|	2.96	eV/A
spin multiplicity	1
energy above the lowest of the compared OMol25 structures with the same formula, charge and spin	7.94	kcal per mole
electronic energy	-20505.4148	eV
net charge	0
Kohn-Sham gap	8.553	eV

***

# 2
This record from the Open Molecules 2025 dataset describes the molecule C4H7NO3 in a non-equilibrium geometry. The level of theory is ωB97M-V/def2-TZVPD.

CARTESIAN COORDINATES (ANGSTROEM)
O 2.25 -0.67 1.53
C 1.06 -0.44 1.29
O 0.48 0.66 1.89
C 0.16 -1.16 0.40
N -1.31 -0.92 0.22
C -0.38 -0.59 -0.85
C -0.03 0.85 -1.15
O -1.03 1.48 -1.89
H 1.23 0.84 2.50
H 0.43 -2.20 0.31
H -1.52 -0.07 0.68
H -0.44 -1.33 -1.66
H 0.90 0.87 -1.64
H 0.09 1.40 -0.21
H -1.88 1.27 -1.41

max |F|	2.88	eV/A
spin multiplicity	1
energy above the lowest of the compared OMol25 structures with the same formula, charge and spin	58.42	kcal per mole
electronic energy	-11892.7440	eV
net charge	0
Kohn-Sham gap	11.179	eV

***

# 3
This record from the Open Molecules 2025 dataset describes the molecule C5H10O2S in a non-equilibrium geometry. The level of theory is ωB97M-V/def2-TZVPD.

CARTESIAN COORDINATES (ANGSTROEM)
C -2.02 0.03 0.95
C -0.78 0.51 0.23
O -1.01 1.50 -0.73
C 0.56 0.55 0.94
C 0.29 -0.47 -0.16
O 0.06 -1.79 0.24
C 0.99 -0.33 -1.49
S 2.66 -1.08 -1.46
H -1.75 -0.82 1.58
H -2.76 -0.31 0.25
H -2.43 0.88 1.56
H -1.23 2.31 -0.26
H 0.62 0.19 1.96
H 1.22 1.41 0.73
H 0.92 -2.22 0.27
H 0.42 -0.87 -2.24
H 1.04 0.70 -1.82
H 3.21 -0.18 -0.56

max |F|	1.17	eV/A
spin multiplicity	1
energy above the lowest of the compared OMol25 structures with the same formula, charge and spin	28.90	kcal per mole
electronic energy	-20276.4387	eV
net charge	0
Kohn-Sham gap	10.022	eV

***

# 4
This record from the Open Molecules 2025 dataset describes a structure of composition C30H32AsCl5IN4O4Si2Ti. The level of theory is ωB97M-V/def2-TZVPD.

CARTESIAN COORDINATES (ANGSTROEM)
Ti -0.54 0.08 0.37
Cl 0.52 4.20 6.30
C -0.01 3.20 5.01
C 0.90 2.39 4.34
Cl 2.56 2.39 4.76
C 0.44 1.58 3.31
Cl 1.53 0.58 2.39
C -0.90 1.54 2.93
O -1.29 0.73 1.98
C -1.80 2.37 3.60
Cl -3.44 2.34 3.11
C -1.36 3.19 4.63
Cl -2.48 4.20 5.45
N -7.86 5.24 -4.59
C -7.04 4.66 -4.04
C -6.01 3.93 -3.34
C -5.79 4.18 -1.99
C -4.79 3.48 -1.33
C -4.04 2.53 -2.01
C -4.27 2.28 -3.36
C -5.26 2.99 -4.03
C -2.97 1.78 -1.28
C -1.78 2.48 -1.04
C -1.49 3.82 -1.42
C -0.23 4.12 -0.92
C 0.21 2.97 -0.26
N -0.70 1.99 -0.33
C -3.28 0.48 -0.91
C -4.52 -0.18 -1.10
C -4.41 -1.44 -0.56
C -3.11 -1.53 -0.04
N -2.43 -0.40 -0.24
H -6.39 4.91 -1.47
H -4.61 3.66 -0.28
H -3.68 1.55 -3.88
H -5.44 2.81 -5.08
H -2.14 4.46 -1.98
H 0.30 5.04 -1.01
H 1.15 2.81 0.26
H -5.38 0.25 -1.58
H -5.16 -2.22 -0.53
H -2.65 -2.37 0.46
O 1.11 -0.11 -0.66
O -0.11 -0.49 -1.35
C 1.20 0.84 -4.01
Si 2.86 0.54 -3.22
C 4.09 -0.24 -4.39
C 3.51 2.13 -2.49
As 2.47 -1.16 -1.57
Si 4.21 -0.87 0.02
C 5.66 -1.61 -0.90
C 3.71 -1.95 1.48
C 4.58 0.88 0.59
H 1.28 1.68 -4.70
H 0.44 1.07 -3.27
H 0.86 -0.03 -4.58
H 4.24 0.42 -5.24
H 3.74 -1.20 -4.77
H 5.07 -0.39 -3.92
H 3.51 2.90 -3.28
H 4.53 2.04 -2.13
H 2.88 2.50 -1.68
H 5.40 -2.52 -1.45
H 6.44 -1.88 -0.19
H 6.09 -0.91 -1.61
H 3.83 -3.00 1.22
H 2.67 -1.79 1.77
H 4.34 -1.74 2.34
H 5.34 1.34 -0.05
H 4.98 0.84 1.61
H 3.72 1.54 0.60
N 0.02 -4.06 1.49
C -0.13 -2.81 1.92
O -0.17 -1.87 1.11
C -0.23 -2.58 3.39
I -2.21 -2.00 3.91
H 0.10 -4.22 0.49
H 0.07 -4.84 2.12
H 0.44 -1.76 3.67
H 0.01 -3.47 3.97

max |F|	0.53	eV/A
spin multiplicity	1
energy above the lowest of the compared OMol25 structures with the same formula, charge and spin	16.62	kcal per mole
electronic energy	-216199.6609	eV
net charge	+1
Kohn-Sham gap	6.685	eV

***

# 5
This record from the Open Molecules 2025 dataset describes a structure of composition C29H27IrN12O8S2 in a non-equilibrium geometry. The level of theory is ωB97M-V/def2-TZVPD.

CARTESIAN COORDINATES (ANGSTROEM)
Ir 0.32 0.24 0.44
C 1.73 -3.58 -0.62
C 1.04 -2.61 0.10
N 0.53 -1.56 -0.53
C 0.65 -1.48 -1.86
C 1.39 -2.43 -2.54
N 1.93 -3.47 -1.93
C -0.08 -0.36 -2.48
C -0.33 -0.35 -3.85
C -1.08 0.66 -4.42
C -1.58 1.61 -3.54
C -1.28 1.55 -2.19
N -0.54 0.57 -1.64
C -1.88 2.61 -1.35
C -3.25 2.90 -1.40
N -3.82 3.85 -0.69
C -3.04 4.58 0.10
C -1.68 4.38 0.18
N -1.14 3.40 -0.55
C -1.35 0.72 -5.88
C -2.28 1.60 -6.42
C -2.51 1.60 -7.78
N -1.89 0.79 -8.63
C -0.98 -0.05 -8.13
C -0.68 -0.12 -6.77
H 2.15 -4.44 -0.13
H 0.93 -2.66 1.17
H 1.57 -2.34 -3.61
H 0.05 -1.16 -4.45
H -2.18 2.44 -3.89
H -3.88 2.30 -2.04
H -3.51 5.36 0.68
H -1.00 4.96 0.78
H -2.85 2.28 -5.80
H -3.24 2.27 -8.22
H -0.48 -0.69 -8.83
H 0.09 -0.81 -6.45
O 0.89 4.29 1.59
S 0.84 2.96 1.09
O 2.03 2.25 0.79
O 0.19 3.18 -0.55
O -0.23 2.11 1.64
C 4.88 -8.03 1.02
C 4.51 -6.85 1.87
C 3.23 -6.71 2.40
C 2.88 -5.60 3.15
C 3.83 -4.62 3.40
C 5.13 -4.75 2.91
C 5.45 -5.85 2.14
S 3.40 -3.23 4.42
O 2.06 -3.48 4.87
O 4.48 -3.04 5.34
N 3.32 -1.88 3.52
C 4.54 -1.29 2.95
C 4.22 -0.02 2.18
C 3.29 -0.23 0.99
O 3.65 -0.04 -0.16
O 2.09 -0.63 1.33
H 4.12 -8.82 1.09
H 5.84 -8.45 1.33
H 4.97 -7.74 -0.02
H 2.49 -7.49 2.23
H 1.89 -5.49 3.58
H 5.88 -4.03 3.17
H 6.46 -5.96 1.76
H 2.51 -1.79 2.91
H 5.04 -2.00 2.29
H 5.22 -1.06 3.77
H 5.15 0.40 1.80
H 3.72 0.70 2.83
N -0.56 -1.01 5.17
N -1.08 -0.80 3.93
N -2.19 -0.11 3.76
C -2.23 -0.02 2.44
N -1.21 -0.64 1.85
N -0.47 -1.15 2.85
H -1.30 -1.01 5.86
H 0.08 -1.80 5.19
H -3.03 0.48 1.92

max |F|	3.10	eV/A
spin multiplicity	2
energy above the lowest of the compared OMol25 structures with the same formula, charge and spin	95.56	kcal per mole
electronic energy	-89270.5567	eV
net charge	+1
Kohn-Sham gap (spin up / spin down)	6.177 / 6.196	eV
expectation value of S²	0.754

***

# 6
This record from the Open Molecules 2025 dataset describes a structure of composition C28H79F2N8O12PbS2 in a non-equilibrium geometry. The level of theory is ωB97M-V/def2-TZVPD.

CARTESIAN COORDINATES (ANGSTROEM)
Pb 12.02 -6.04 3.82
N 10.87 -4.74 5.53
S 9.56 -4.42 6.20
O 9.08 -3.06 6.20
O 9.17 -5.27 7.35
F 8.60 -5.05 5.09
S 11.76 -4.14 6.90
O 11.92 -5.19 7.90
O 11.56 -2.77 7.39
F 13.21 -4.10 6.18
O 9.68 -6.41 2.65
H 9.50 -7.20 2.15
H 9.45 -5.69 2.06
C 6.26 -4.68 9.14
C 5.23 -4.04 10.04
C 3.96 -3.58 9.23
O 4.31 -2.44 8.39
C 3.19 -1.58 8.07
N 4.78 -4.98 11.04
H 5.87 -5.65 8.84
H 7.27 -4.86 9.52
H 6.43 -4.16 8.19
H 5.75 -3.21 10.53
H 3.06 -3.47 9.84
H 3.72 -4.42 8.58
H 3.67 -0.65 7.77
H 2.44 -1.33 8.82
H 2.58 -1.98 7.26
H 5.58 -5.37 11.51
H 4.29 -4.48 11.77
C 10.54 1.26 9.87
C 10.21 -0.20 10.00
C 9.01 -0.64 9.08
O 7.82 0.19 9.07
C 6.95 -0.13 8.00
N 11.37 -0.85 9.47
H 11.50 1.55 10.31
H 9.74 1.81 10.37
H 10.45 1.62 8.85
H 10.10 -0.44 11.06
H 8.90 -1.69 9.35
H 9.33 -0.72 8.04
H 6.80 -1.20 7.92
H 7.42 0.10 7.04
H 6.02 0.41 8.14
H 11.02 -1.70 9.04
H 11.68 -0.28 8.71
C 5.92 -3.12 4.63
C 5.23 -1.91 4.13
C 5.92 -0.53 4.38
O 5.05 0.57 4.17
C 5.54 1.79 4.66
N 4.91 -2.00 2.71
H 5.29 -3.95 4.30
H 6.07 -2.98 5.70
H 6.87 -3.24 4.10
H 4.28 -1.96 4.67
H 6.74 -0.42 3.67
H 6.33 -0.53 5.40
H 5.65 1.92 5.74
H 4.78 2.51 4.35
H 6.52 2.01 4.23
H 4.30 -1.20 2.60
H 4.26 -2.77 2.60
C 10.06 -9.50 6.41
C 10.92 -8.41 5.76
C 12.32 -8.36 6.34
O 13.02 -7.24 5.83
C 14.32 -7.17 6.47
N 10.96 -8.57 4.35
H 10.30 -10.50 6.05
H 9.03 -9.22 6.15
H 10.06 -9.60 7.49
H 10.51 -7.44 6.04
H 12.84 -9.32 6.25
H 12.10 -8.22 7.40
H 14.95 -8.05 6.34
H 14.27 -7.04 7.55
H 14.84 -6.29 6.10
H 11.12 -9.56 4.23
H 9.99 -8.53 4.06
C 15.02 -3.86 9.34
C 14.57 -4.41 10.77
C 14.98 -5.93 10.90
O 14.53 -6.49 12.13
C 15.09 -7.72 12.50
N 15.11 -3.44 11.77
H 16.11 -3.84 9.34
H 14.62 -2.84 9.26
H 14.72 -4.41 8.45
H 13.49 -4.38 10.90
H 16.07 -5.95 10.87
H 14.69 -6.55 10.05
H 16.14 -7.61 12.75
H 15.09 -8.44 11.69
H 14.50 -8.25 13.25
H 14.67 -2.56 11.52
H 14.82 -3.79 12.67
C 20.38 -3.29 4.96
C 19.28 -2.62 4.06
C 18.32 -1.74 4.83
O 17.56 -2.39 5.85
C 16.55 -3.15 5.24
N 19.95 -1.74 3.00
H 20.01 -3.99 5.70
H 20.87 -2.47 5.49
H 21.11 -3.79 4.32
H 18.69 -3.46 3.67
H 17.70 -1.13 4.18
H 18.93 -1.00 5.36
H 16.84 -3.89 4.49
H 15.82 -2.47 4.81
H 16.01 -3.67 6.04
H 20.53 -2.32 2.40
H 19.30 -1.37 2.32
C 12.55 -1.97 1.49
C 12.37 -2.47 2.91
C 11.89 -1.35 3.82
O 10.55 -1.04 3.57
C 9.91 -0.15 4.48
N 11.55 -3.60 3.06
H 11.61 -1.47 1.28
H 12.69 -2.75 0.74
H 13.40 -1.29 1.33
H 13.36 -2.79 3.23
H 12.53 -0.46 3.72
H 12.04 -1.70 4.84
H 10.46 0.79 4.59
H 9.96 -0.71 5.41
H 8.93 0.25 4.19
H 10.73 -3.28 2.57
H 11.29 -3.73 4.03

max |F|	11.93	eV/A
spin multiplicity	2
energy above the lowest of the compared OMol25 structures with the same formula, charge and spin	0.00	kcal per mole
electronic energy	-99136.6943	eV
net charge	+2
Kohn-Sham gap (spin up / spin down)	6.086 / 2.562	eV
expectation value of S²	0.758

***

# 7
This record from the Open Molecules 2025 dataset describes a cluster of 5 separate species, C4H16O4 in total in a non-equilibrium geometry. The level of theory is ωB97M-V/def2-TZVPD.

CARTESIAN COORDINATES (ANGSTROEM)
C 0.50 0.27 -2.21
C -0.17 0.21 -1.07
C -0.48 -1.06 -0.35
C -1.65 -0.98 0.63
H 0.77 1.23 -2.66
H 0.97 -0.60 -2.67
H -0.53 1.15 -0.65
H -0.68 -1.84 -1.10
H 0.37 -1.46 0.20
H -2.61 -0.79 0.16
H -1.79 -1.93 1.14
H -1.45 -0.19 1.35
O 1.87 -1.36 2.43
H 1.12 -0.95 2.89
H 2.19 -0.66 1.83
O -3.24 -0.08 -2.48
H -2.89 0.41 -1.74
H -2.56 -0.33 -3.11
O 0.11 1.81 1.84
H 1.02 1.59 1.60
H 0.10 2.77 1.94
O 2.59 0.83 0.58
H 3.47 0.50 0.37
H 2.14 0.85 -0.28

max |F|	1.08	eV/A
spin multiplicity	1
energy above the lowest of the compared OMol25 structures with the same formula, charge and spin	18.09	kcal per mole
electronic energy	-12597.0519	eV
net charge	0
Kohn-Sham gap	10.358	eV

***

# 8
This record from the Open Molecules 2025 dataset describes a cluster of 2 separate species, C5H11NO in total in a non-equilibrium geometry. The level of theory is ωB97M-V/def2-TZVPD.

CARTESIAN COORDINATES (ANGSTROEM)
C -0.43 1.64 -1.92
N 0.57 1.50 -1.15
C 0.58 0.36 -0.33
C 1.72 -0.40 -0.53
C -0.28 0.29 0.85
C 0.17 -0.21 2.19
H -1.19 2.40 -1.68
H -0.32 0.98 -2.74
H 1.97 -1.04 0.31
H 2.48 -0.34 -1.30
H -0.45 1.41 1.00
H -1.13 -0.24 0.56
H 0.54 -1.19 2.18
H 0.85 0.57 2.46
H -0.58 -0.01 3.02
O -1.84 -1.82 -1.26
H -1.11 -1.25 -0.92
H -1.53 -2.66 -0.73

max |F|	8.01	eV/A
spin multiplicity	1
energy above the lowest of the compared OMol25 structures with the same formula, charge and spin	129.21	kcal per mole
electronic energy	-8896.0941	eV
net charge	0
Kohn-Sham gap	7.972	eV

***

# 9
This record from the Open Molecules 2025 dataset describes a cluster of 16 separate species, C12H56O16 in total in a non-equilibrium geometry. The level of theory is ωB97M-V/def2-TZVPD.

CARTESIAN COORDINATES (ANGSTROEM)
C -4.22 -1.46 0.02
O -4.49 -1.67 -1.34
H -3.75 -2.30 0.52
H -3.57 -0.59 0.12
H -5.13 -1.23 0.58
H -5.38 -1.34 -1.46
C 1.25 -1.71 4.28
O 0.34 -0.90 3.61
H 1.47 -1.36 5.28
H 0.88 -2.74 4.28
H 2.14 -1.81 3.66
H 0.06 -1.35 2.81
C 2.28 -3.78 1.81
C 1.55 -2.62 1.00
O 0.15 -2.53 1.27
H 3.36 -3.74 1.66
H 1.97 -4.77 1.44
H 2.04 -3.77 2.87
H 1.70 -2.57 -0.08
H 1.87 -1.65 1.38
H -0.25 -3.23 0.75
C 3.69 0.61 2.82
C 4.75 -0.34 3.20
O 4.72 -1.40 2.29
H 2.67 0.23 2.87
H 3.83 1.03 1.82
H 3.69 1.51 3.44
H 4.65 -0.64 4.24
H 5.68 0.21 3.02
H 5.33 -2.07 2.62
C -0.09 -0.17 -1.64
C 0.39 0.59 -0.37
O 1.70 0.94 -0.78
H 0.52 -1.06 -1.76
H -0.14 0.51 -2.49
H -1.10 -0.38 -1.28
H 0.32 0.06 0.58
H -0.21 1.48 -0.23
H 1.98 1.70 -0.26
C -4.09 1.71 -1.91
C -4.30 1.28 -3.36
O -5.70 1.26 -3.69
H -4.70 1.08 -1.26
H -4.38 2.76 -1.85
H -3.07 1.54 -1.56
H -3.88 0.31 -3.62
H -3.74 2.00 -3.97
H -6.16 0.82 -2.97
C -3.04 1.32 3.66
C -2.20 0.95 2.43
O -1.02 1.71 2.53
H -3.95 0.72 3.60
H -3.29 2.38 3.69
H -2.44 1.11 4.54
H -2.66 1.04 1.45
H -1.94 -0.10 2.58
H -0.47 1.50 3.28
O -0.13 -0.75 -4.91
H -0.35 -0.35 -5.75
H 0.80 -0.57 -4.79
O 1.62 2.85 -2.93
H 1.62 2.12 -2.31
H 0.94 3.44 -2.61
O -0.27 4.27 -1.72
H -0.66 4.11 -0.86
H -0.57 5.16 -1.94
O 2.44 3.45 0.55
H 2.45 4.25 0.01
H 3.26 3.49 1.04
O 2.28 0.59 -4.51
H 2.13 1.44 -4.08
H 2.70 0.05 -3.84
O -0.52 3.88 1.06
H 0.42 3.80 0.92
H -0.71 3.24 1.75
O -0.41 -4.31 -1.07
H -0.77 -3.69 -1.69
H 0.54 -4.26 -1.19
O 3.13 -0.87 -2.28
H 3.80 -1.04 -1.62
H 2.45 -0.39 -1.81
O -0.82 -3.08 -3.53
H -0.73 -2.23 -3.96
H -0.26 -3.67 -4.04

max |F|	2.91	eV/A
spin multiplicity	2
electronic energy	-46101.2972	eV
net charge	+1
Kohn-Sham gap (spin up / spin down)	9.079 / 2.011	eV
expectation value of S²	0.755

***

# 10
This record from the Open Molecules 2025 dataset describes a structure of composition C3H4BrClN2O in a non-equilibrium geometry. The level of theory is ωB97M-V/def2-TZVPD.

CARTESIAN COORDINATES (ANGSTROEM)
C -0.87 -0.80 -0.57
C 0.52 -1.13 0.12
C 0.28 1.25 0.45
N -1.06 0.56 -0.71
N 1.14 0.18 0.43
O -1.64 -1.67 -0.90
Cl -2.63 1.20 -0.37
Br 2.87 0.40 -0.40
H 0.20 -1.61 1.10
H 1.14 -1.82 -0.50
H 0.43 2.19 0.07
H -0.38 1.26 1.29

max |F|	5.33	eV/A
spin multiplicity	1
energy above the lowest of the compared OMol25 structures with the same formula, charge and spin	80.11	kcal per mole
electronic energy	-90764.9093	eV
net charge	0
Kohn-Sham gap	8.731	eV

***

# 11
This record from the Open Molecules 2025 dataset describes a cluster of 2 separate species, C5H6O in total in a non-equilibrium geometry. The level of theory is ωB97M-V/def2-TZVPD.

CARTESIAN COORDINATES (ANGSTROEM)
C 1.37 -0.83 -1.91
C 1.40 -0.81 -0.61
O 1.32 -0.74 0.55
H 1.04 -1.49 -2.62
H 1.18 0.22 -2.15
C -1.57 -0.30 -0.40
C -1.03 0.34 0.46
C -0.65 1.00 1.69
H -1.79 -1.02 -1.02
H -1.37 1.73 1.99
H -0.31 0.44 2.54
H 0.42 1.46 1.47

max |F|	4.91	eV/A
spin multiplicity	1
energy above the lowest of the compared OMol25 structures with the same formula, charge and spin	86.02	kcal per mole
electronic energy	-7325.5542	eV
net charge	0
Kohn-Sham gap	10.151	eV

***

# 12
This record from the Open Molecules 2025 dataset describes a cluster of 3 separate species, C4H12N3 in total in a non-equilibrium geometry. The level of theory is ωB97M-V/def2-TZVPD.

CARTESIAN COORDINATES (ANGSTROEM)
C 1.55 1.29 0.30
C 3.03 1.06 0.58
C -3.68 0.16 -0.43
C -2.14 0.52 -0.23
N -1.25 -0.30 -0.13
N 0.92 -2.21 0.00
N 0.70 0.39 0.15
H 1.26 2.37 0.13
H 3.51 1.94 1.09
H 3.43 1.26 -0.35
H 3.20 0.02 0.83
H -4.10 0.36 0.60
H -4.10 1.00 -1.13
H -3.93 -0.85 -0.93
H -1.97 1.57 -0.32
H 1.81 -2.78 0.21
H 0.04 -2.70 0.35
H 0.81 -2.29 -1.00
H 0.91 -0.81 0.29

max |F|	2.93	eV/A
spin multiplicity	1
energy above the lowest of the compared OMol25 structures with the same formula, charge and spin	129.11	kcal per mole
electronic energy	-8802.1356	eV
net charge	+1
Kohn-Sham gap (spin up / spin down)	8.805 / 7.782	eV